[1]
Computed, not measured: a 2-piece molecular cluster, C4H9N3O overall, with ωB97M-V with the def2-TZVPD basis set.

Relative energy (zero: lowest compared OMol25 entry of this formula, charge and spin) = 6.0410 eV
Calculated total energy = -10806.4208 eV
HOMO level (alpha / beta) = -8.3 / -8.1 eV
Charge = 0
HOMO-LUMO gap (alpha / beta) = 8.624 / 8.114 eV
E_LUMO (alpha / beta) = 0.36 / 0.01 eV

The geometry in XYZ format:
```
17
Properties=species:S:1:pos:R:3:forces:R:3
O 0.370 -0.288 2.411 -0.033 -0.148 -0.226
N -1.879 -1.730 1.245 0.109 0.163 -0.085
N -2.812 -1.092 1.506 0.080 0.191 0.029
N -0.627 -0.156 1.445 -0.070 0.795 0.742
C 1.126 -0.220 -0.326 0.028 0.129 0.001
C 1.383 0.018 -1.811 -0.018 0.000 0.106
C -0.176 0.343 0.211 0.156 -0.429 -0.532
C -0.991 1.157 -0.475 0.196 -0.176 0.257
H -1.895 1.543 -0.025 0.000 -0.015 0.051
H -0.770 1.464 -1.486 0.061 -0.011 -0.028
H -2.449 -0.056 1.696 -0.220 -0.481 -0.049
H 0.585 -0.410 -2.420 0.010 0.013 0.024
H 1.454 1.082 -2.041 -0.005 -0.019 0.011
H 2.322 -0.450 -2.108 -0.033 0.022 0.006
H 1.255 -0.116 2.049 -0.221 -0.063 -0.224
H 1.138 -1.292 -0.110 -0.048 0.003 -0.028
H 1.966 0.203 0.240 0.009 0.025 -0.054
```
Positions in Å, forces in eV/Å.

[2]
Computed, not measured: C4H9N3O in the gas phase, with ωB97M-V with the def2-TZVPD basis set.

SMILES string = NC/C=C\N=C/NO
Relative energy (zero: lowest compared OMol25 entry of this formula, charge and spin) = 4.5207 eV
Calculated total energy = -10807.9411 eV
HOMO level = -8.0 eV
Charge = 0
HOMO-LUMO gap = 8.588 eV
E_LUMO = 0.60 eV

The geometry in XYZ format:
```
17
Properties=species:S:1:pos:R:3:forces:R:3
O 2.808 0.868 -0.219 1.329 0.812 2.407
N 0.455 -0.687 -0.193 2.319 -4.571 0.966
N -2.788 -0.827 -0.396 1.698 0.061 1.756
N 2.864 -0.482 0.180 -0.057 -0.554 -0.472
C 0.144 0.560 -0.464 -3.967 2.554 1.224
C 1.628 -1.163 0.021 0.218 -0.387 0.562
C -1.076 1.028 -0.074 -0.039 0.022 -0.067
C -2.254 0.236 0.560 0.379 0.954 -0.833
H 1.741 -2.242 0.342 -0.114 1.167 -0.700
H 3.782 -0.910 -0.110 -1.718 0.343 0.235
H -2.032 -0.137 1.568 0.372 -0.726 -0.540
H -1.982 -1.538 -0.354 -1.677 1.374 -0.835
H -2.852 -0.377 -1.320 0.394 -0.600 0.526
H 0.856 1.209 -0.810 1.264 1.565 -1.227
H 3.003 1.341 0.667 -0.519 -0.809 -2.192
H -2.969 1.032 0.855 -0.321 -0.652 -0.810
H -1.324 2.090 -0.252 0.440 -0.552 0.000
```
Positions in Å, forces in eV/Å.

[3]
Computed, not measured: C4H9N3O as an isolated structure, with ωB97M-V with the def2-TZVPD basis set.

Relative energy (zero: lowest compared OMol25 entry of this formula, charge and spin) = 3.8067 eV
Calculated total energy = -10808.6550 eV
HOMO level (alpha / beta) = -8.0 / -8.0 eV
Charge = 0
HOMO-LUMO gap (alpha / beta) = 8.346 / 8.345 eV
E_LUMO (alpha / beta) = 0.39 / 0.39 eV

The geometry in XYZ format:
```
17
Properties=species:S:1:pos:R:3:forces:R:3
O 1.403 -2.393 -0.498 -0.531 2.056 0.083
N -0.764 -1.631 -0.093 -0.217 -1.961 -0.005
N -0.906 0.526 -0.102 4.259 2.423 -0.751
N 1.441 1.191 0.258 0.867 -0.089 0.583
C 0.599 -1.467 -0.633 -1.275 -5.209 -0.927
C 0.432 0.490 -0.374 -5.122 2.901 -0.458
C -1.313 1.188 1.127 0.257 -0.009 -0.188
C 0.698 -0.342 -1.616 0.681 0.376 1.822
H -0.699 0.925 1.995 0.078 0.048 0.026
H 1.246 2.083 0.688 -0.414 -0.292 0.009
H -2.352 0.932 1.345 0.062 0.039 -0.064
H -1.249 2.270 0.978 -0.134 0.073 0.194
H -0.082 -0.283 -2.377 0.116 -0.102 0.385
H 1.723 -0.235 -1.968 -0.208 -0.062 -0.093
H 2.115 0.660 0.795 0.059 0.031 -0.202
H -1.008 -1.462 0.878 0.565 0.148 -0.449
H -1.282 -2.450 -0.403 0.957 -0.370 0.035
```
Positions in Å, forces in eV/Å.

[4]
Computed, not measured: C4H9N3O in the gas phase, with ωB97M-V with the def2-TZVPD basis set.

Relative energy (zero: lowest compared OMol25 entry of this formula, charge and spin) = 5.1978 eV
Calculated total energy = -10807.2639 eV
HOMO level (alpha / beta) = -8.3 / -9.0 eV
Charge = 0
HOMO-LUMO gap (alpha / beta) = 7.321 / 8.859 eV
E_LUMO (alpha / beta) = -1.02 / -0.12 eV

The geometry in XYZ format:
```
17
Properties=species:S:1:pos:R:3:forces:R:3
O -0.143 1.876 1.424 -0.134 -0.111 -0.118
N 0.905 -0.194 1.036 0.455 0.921 -0.093
N -0.719 -1.198 0.338 -0.724 -0.370 0.234
N -2.064 0.546 -0.673 -0.276 0.104 -0.102
C -0.258 -2.193 -0.635 -0.326 0.330 -0.077
C -1.063 0.154 -0.151 1.343 -0.648 0.661
C 1.136 1.600 -0.623 -0.206 -0.061 -0.074
C 0.318 0.938 0.468 -0.074 -0.190 0.058
H 0.667 -0.228 2.030 -0.094 0.009 -0.092
H 1.932 2.202 -0.184 -0.035 -0.038 0.024
H -0.953 2.275 1.075 0.109 -0.009 0.058
H 1.572 0.852 -1.285 -0.011 0.001 0.034
H -1.041 -2.412 -1.361 0.074 -0.135 -0.057
H 0.025 -3.102 -0.104 -0.025 0.090 0.008
H -1.406 -1.569 0.999 -0.139 0.089 -0.476
H 0.477 2.244 -1.208 0.064 0.043 -0.012
H 0.615 -1.788 -1.144 0.001 -0.025 0.025
```
Positions in Å, forces in eV/Å.

[5]
Computed, not measured: C4H9N3O in the gas phase, with ωB97M-V with the def2-TZVPD basis set.

Relative energy (zero: lowest compared OMol25 entry of this formula, charge and spin) = 4.3203 eV
Calculated total energy = -10808.1415 eV
HOMO level = -7.2 eV
Charge = 0
HOMO-LUMO gap = 7.596 eV
E_LUMO = 0.37 eV

The geometry in XYZ format:
```
17
Properties=species:S:1:pos:R:3:forces:R:3
O -2.253 0.527 1.383 0.298 -0.117 -0.099
N -0.417 2.189 -0.223 0.065 -0.029 0.203
N -0.364 0.847 0.095 -0.230 -0.330 0.035
N 0.495 -0.303 -1.866 -0.166 -0.142 -0.093
C 0.555 -0.353 -0.561 -0.407 -0.509 0.607
C 1.859 -0.462 0.214 -0.072 0.100 0.007
C -0.705 -1.265 0.346 0.729 0.466 -0.216
C -1.182 0.076 0.709 -0.201 0.486 -0.343
H 0.011 2.246 -1.147 -0.049 -0.022 0.026
H 1.362 -0.621 -2.289 0.013 0.206 0.094
H 2.281 -1.456 0.058 -0.033 0.021 -0.036
H -0.474 -1.935 1.178 0.022 -0.034 -0.115
H 2.573 0.282 -0.145 -0.041 -0.046 -0.003
H -1.383 2.502 -0.271 0.071 -0.093 -0.075
H -1.291 -1.731 -0.442 -0.034 0.020 0.061
H -2.780 -0.227 1.675 0.036 0.044 -0.023
H 1.712 -0.316 1.286 -0.003 -0.021 -0.030
```
Positions in Å, forces in eV/Å.

[6]
Computed, not measured: C4H9N3O in the gas phase, with ωB97M-V with the def2-TZVPD basis set.

SMILES string = CC(/N=C\O)=C(N)N
Relative energy (zero: lowest compared OMol25 entry of this formula, charge and spin) = 2.5886 eV
Calculated total energy = -10809.8731 eV
HOMO level = -6.4 eV
Charge = 0
HOMO-LUMO gap = 7.107 eV
E_LUMO = 0.70 eV

The geometry in XYZ format:
```
17
Properties=species:S:1:pos:R:3:forces:R:3
O -1.121 1.061 -2.023 0.859 0.198 1.079
N -1.703 -0.135 0.025 -0.713 3.515 0.004
N 1.930 -0.128 0.099 -0.698 0.178 0.278
N 0.564 1.731 0.487 -0.245 -1.541 -0.762
C -0.444 -0.538 0.349 2.429 -0.416 -0.935
C -1.752 0.847 -0.831 -2.477 -1.776 -0.423
C -0.278 -1.978 0.753 0.354 0.182 -0.357
C 0.622 0.342 0.223 0.355 -0.437 1.194
H 1.365 2.297 0.244 -0.726 0.159 0.306
H 0.060 -2.598 -0.082 -0.046 -0.236 0.036
H 2.688 0.534 0.174 -0.007 -0.592 0.042
H -0.273 0.592 -2.021 -0.094 -0.067 -0.008
H -2.642 1.473 -0.808 -0.075 -0.070 -0.217
H -0.244 1.996 1.036 0.604 0.579 -0.219
H -1.247 -2.354 1.075 -0.008 0.006 0.001
H 0.437 -2.084 1.568 0.059 -0.041 0.021
H 2.036 -1.058 -0.270 0.430 0.358 -0.039
```
Positions in Å, forces in eV/Å.

[7]
Computed, not measured: an isolated ion of composition C4H9N3O and charge +2, with ωB97M-V with the def2-TZVPD basis set.

Relative energy (zero: lowest compared OMol25 entry of this formula, charge and spin) = 3.0944 eV
Calculated total energy = -10790.5002 eV
HOMO level (alpha / beta) = -19.5 / -19.5 eV
Charge = +2
HOMO-LUMO gap (alpha / beta) = 9.373 / 9.374 eV
E_LUMO (alpha / beta) = -10.15 / -10.15 eV

The geometry in XYZ format:
```
17
Properties=species:S:1:pos:R:3:forces:R:3
O 1.842 -1.448 0.493 0.766 -0.275 1.137
N 2.136 1.559 0.112 1.557 0.510 -3.032
N -2.729 0.014 0.188 0.007 -0.409 -0.124
N -0.782 1.268 0.211 3.544 -0.202 -1.533
C -0.508 -1.108 0.068 -2.142 -2.016 1.506
C 1.207 0.718 -0.109 -4.579 2.378 2.361
C 0.909 -0.704 -0.178 1.950 -1.539 -3.293
C -1.417 0.076 0.093 -0.305 1.894 0.709
H 3.129 1.346 -0.360 -2.080 0.146 1.765
H -0.654 -1.742 1.078 0.626 1.639 -1.949
H 2.313 -2.024 -0.122 0.150 -0.183 0.230
H -3.327 -0.794 0.087 0.733 -0.788 -0.094
H 1.967 2.613 0.102 -0.050 -1.535 0.432
H -3.330 0.765 0.475 0.331 1.028 -0.093
H -1.061 2.238 -0.156 0.137 -2.080 0.751
H 1.167 -0.942 -1.285 -0.930 0.850 0.830
H -0.860 -1.837 -0.700 0.284 0.581 0.398
```
Positions in Å, forces in eV/Å.

[8]
Computed, not measured: an isolated ion of composition C4H9N3O2 and charge +2, with ωB97M-V with the def2-TZVPD basis set.

SMILES string = O[C@H]1C[N@@+]2(O)C[NH+]=CN12
Calculated total energy = -12835.7798 eV
HOMO level = -20.1 eV
Charge = +2
HOMO-LUMO gap = 10.819 eV
E_LUMO = -9.32 eV

The geometry in XYZ format:
```
18
Properties=species:S:1:pos:R:3:forces:R:3
O 1.532 -1.483 0.729 -0.626 -0.220 0.364
O -2.280 0.416 -0.388 -2.094 1.631 -1.562
N 0.646 -0.706 0.022 -1.829 1.924 2.170
N 1.091 1.647 -0.118 -2.370 -3.392 -0.295
N -0.347 0.288 0.901 2.612 -2.839 -0.499
C -0.673 -1.234 -0.634 2.101 0.801 -2.049
C 0.094 1.501 0.702 -1.651 2.449 1.115
C 1.420 0.310 -0.692 4.691 -0.566 -2.211
C -1.577 -0.459 0.263 0.069 1.185 1.581
H -1.987 -0.898 1.157 -0.698 -0.856 -0.166
H -0.557 -0.946 -1.735 -0.876 -0.011 1.599
H -0.726 -2.270 -0.614 -0.025 -2.026 0.378
H 2.548 0.172 -0.516 -1.633 -0.220 0.445
H -2.981 0.944 0.058 0.361 -0.913 -0.006
H -0.473 2.348 1.266 1.370 -1.218 -1.088
H 1.681 2.407 -0.020 1.847 1.938 -0.447
H 1.111 -2.047 1.443 -0.047 0.644 -0.944
H 1.479 0.009 -1.823 -1.200 1.690 1.614
```
Positions in Å, forces in eV/Å.

[9]
Computed, not measured: C4H9N3S in the gas phase, with ωB97M-V with the def2-TZVPD basis set.

SMILES string = NCC1=NCCSN1
Relative energy (zero: lowest compared OMol25 entry of this formula, charge and spin) = 1.1437 eV
Calculated total energy = -19598.4926 eV
HOMO level = -8.2 eV
Charge = 0
HOMO-LUMO gap = 9.193 eV
E_LUMO = 0.95 eV

The geometry in XYZ format:
```
17
Properties=species:S:1:pos:R:3:forces:R:3
S 1.880 0.452 -1.447 0.888 0.366 -1.719
N 1.049 1.034 -0.094 -0.100 -0.897 1.926
N -0.950 -0.240 -0.509 -0.930 0.125 -0.148
N -0.164 0.320 2.565 0.141 -0.891 0.392
C -0.278 0.571 0.177 1.433 0.324 -0.146
C -0.820 1.038 1.489 -1.385 1.337 0.576
C 1.019 -1.089 -1.853 -0.634 -0.451 0.844
C -0.505 -0.767 -1.769 0.410 -1.639 0.108
H -0.517 0.600 3.475 0.077 0.173 -0.123
H -1.024 -1.751 -1.951 0.166 1.029 0.179
H 1.402 -1.802 -1.072 -0.999 0.226 -0.788
H 1.639 0.894 0.776 -1.102 0.361 -1.183
H -0.399 -0.681 2.489 0.204 0.629 -0.046
H 1.155 -1.560 -2.859 0.638 0.995 0.760
H -1.914 0.888 1.464 0.312 -0.280 -0.156
H -0.820 -0.060 -2.545 0.316 -0.275 -0.094
H -0.752 2.154 1.662 0.565 -1.133 -0.383
```
Positions in Å, forces in eV/Å.

[10]
Computed, not measured: a 3-piece molecular cluster, C4H9N3S overall, with ωB97M-V with the def2-TZVPD basis set.

Relative energy (zero: lowest compared OMol25 entry of this formula, charge and spin) = 7.2595 eV
Calculated total energy = -19592.3767 eV
HOMO level = -7.9 eV
Charge = 0
HOMO-LUMO gap = 8.266 eV
E_LUMO = 0.34 eV

The geometry in XYZ format:
```
17
Properties=species:S:1:pos:R:3:forces:R:3
S 0.409 -1.466 -0.055 -0.657 -0.204 0.420
N -0.946 0.832 0.153 5.565 0.427 2.007
N 2.642 0.170 -0.130 0.544 -1.358 3.694
N 1.472 0.953 -0.182 1.268 0.580 1.555
C 0.388 0.330 0.028 -1.376 -0.624 -0.722
C -0.961 2.291 0.105 0.368 -0.367 0.109
C -1.848 -0.170 -0.251 -3.917 3.942 -1.024
C -1.401 -1.495 0.229 -1.622 -1.414 -2.965
H 2.064 -0.969 0.831 1.990 2.489 -2.168
H -0.294 2.763 0.913 -0.784 -0.983 -1.419
H -2.050 -2.104 -0.557 2.003 0.091 1.680
H -1.965 2.508 0.353 -1.172 0.942 0.052
H -1.976 0.172 -1.334 -0.019 -2.306 0.305
H -1.770 -1.765 1.215 0.426 0.251 0.134
H -0.694 2.643 -0.918 -0.100 0.106 0.715
H -2.921 0.054 0.127 1.609 -0.321 -0.077
H 3.809 0.728 0.707 -4.125 -1.251 -2.295
```
Positions in Å, forces in eV/Å.